27
Properties=species:S:1:pos:R:3:lowdin_charge:R:1 method="wB97M-V/def2-TZVPD" e_tot_ha=-553.371888 homo_ev=-12.87 largest_force_ev_per_a=3.6 de_lowest_ev=3.398 charge=+1 spin_multiplicity=1 e_lumo_ev=-3.8
C 1.8863 0.3266 2.2298 -0.011
C 2.2712 -0.7919 1.6762 -0.033
C 1.0141 1.1530 1.2525 -0.081
C 1.7615 -0.9940 0.3401 -0.215
C -2.2234 -1.1446 2.4031 0.015
C 2.0652 -1.9563 -0.5106 0.149
C -0.9808 1.5588 -0.6818 -0.083
C -1.7046 1.3494 -2.0163 -0.195
C -0.5850 -0.6466 -1.7741 -0.121
C -0.1611 0.2804 -0.6087 -0.153
N -1.5132 -0.3986 1.9301 0.113
N 0.8733 0.1575 0.1174 0.058
N -1.7866 -0.0738 -2.2972 -0.050
H 1.9347 0.7768 3.1680 0.105
H 2.8085 -1.5586 2.1680 0.122
H 0.0469 1.3825 1.6985 0.090
H -2.8317 -1.7982 2.9881 0.076
H 1.5833 -2.0609 -1.4660 0.066
H 2.6774 -2.7302 -0.3137 0.051
H -0.2359 2.3266 -0.6063 0.112
H -1.5849 1.6197 0.3234 0.152
H -2.7926 1.8259 -2.0926 0.171
H -1.1715 1.9108 -2.7984 0.121
H 0.1026 -0.4380 -2.6694 0.171
H -0.5857 -1.7299 -1.6538 0.131
H -2.5443 -0.3807 -1.8030 0.075
H 1.6763 2.0344 0.9965 0.162